[1]
DFT (ωB97M-V/def2-TZVPD) results for C6H9N in the gas phase.

Properties
SMILES string = C[C@H]1C[C@H]1C1=NC1
HOMO energy = -0.3570 Eh
Kohn-Sham gap = 10.782 eV
Energy above the lowest of the compared OMol25 structures with the same formula, charge and spin = 2.678 eV

```
16
C6H9N, DFT ωB97M-V/def2-TZVPD
C 1.3353 -0.8901 0.7647
C 1.2664 0.0936 -0.3805
C 0.3382 -0.0900 -1.5323
C -2.0888 -0.0052 0.8391
C 0.0906 1.0385 -0.5514
C -1.0842 0.8820 0.2949
N -1.9658 1.5090 0.9326
H 0.3556 -1.3277 0.9763
H 2.0255 -1.7069 0.5284
H 1.6898 -0.3993 1.6779
H 2.2195 0.5567 -0.6291
H 0.6635 0.1677 -2.5349
H -2.8861 -0.3924 0.2025
H -0.3687 -0.9150 -1.4787
H -1.8987 -0.5798 1.7462
H 0.3080 2.0587 -0.8558
```

Mulliken population analysis, charges in e, atoms 1 to 2: -1.35, 0.21

***

[2]
DFT (ωB97M-V/def2-TZVPD) results for C6H12S3 as an isolated structure.

Properties
HOMO energy = -0.2939 Eh
Kohn-Sham gap = 8.032 eV
Energy above the lowest of the compared OMol25 structures with the same formula, charge and spin = 3.144 eV

```
21
C6H12S3, DFT ωB97M-V/def2-TZVPD
C 1.8897 -0.2888 -0.7823
C 1.6745 -0.4971 0.7219
C 2.8355 -1.2130 1.3396
C -1.8601 1.2031 -1.1750
C -1.4550 0.1889 -0.1326
C -1.9641 0.3185 1.2511
H 2.0496 -1.2420 -1.2992
H 2.7616 0.3463 -0.9643
H 1.0156 0.1940 -1.2301
H 1.5198 0.4580 1.2331
H 0.7780 -1.1169 0.8753
H 3.0374 -2.1989 0.9071
H -3.1762 -0.2553 -2.5339
H -1.1178 1.2619 -1.9763
H -1.9272 2.1897 -0.7185
H -1.3318 -0.8266 -0.5067
H -2.2096 -0.5854 1.8002
H -2.5999 1.1715 1.4722
S 3.7858 -0.6593 2.5197
S -3.5061 0.8710 -1.8805
S -0.1994 0.6805 1.0792
```

Mulliken population analysis, charges in e, atoms 1 to 2: -0.81, 0.05

***

[3]
DFT (ωB97M-V/def2-TZVPD) results for C5H10OS2 in the gas phase.

Properties
SMILES string = CSC1(SC)COC1
HOMO energy = -0.3160 Eh
Kohn-Sham gap = 9.395 eV
Energy above the lowest of the compared OMol25 structures with the same formula, charge and spin = 1.433 eV

```
18
C5H10OS2, DFT ωB97M-V/def2-TZVPD
C 0.9514 0.2924 2.6767
C 0.2754 -0.3712 0.0446
C -0.0200 -1.4987 -0.9374
C -1.2522 -0.3571 0.2513
C -0.0694 1.3672 -2.2069
H 0.1500 -0.1636 3.2879
H 0.7032 1.3011 2.2641
H 1.8930 0.3576 3.2764
H 0.5112 -1.5187 -1.8809
H 0.1855 -2.4536 -0.3661
H -1.5901 -0.9175 1.1581
H -1.8074 0.5631 0.1229
H -0.1180 0.4433 -2.8150
H 0.3901 2.2309 -2.7187
H -1.1134 1.5590 -1.9388
O -1.4059 -1.1527 -0.9117
S 1.4033 -0.8496 1.3632
S 0.9133 1.1680 -0.6698
```

Mulliken population analysis, charges in e, atoms 1 to 2: -0.80, 0.55

***

Copy entry 3 word for word.
DFT (ωB97M-V/def2-TZVPD) results for C5H10OS2 in the gas phase.

Properties
SMILES string = CSC1(SC)COC1
HOMO energy = -0.3160 Eh
Kohn-Sham gap = 9.395 eV
Energy above the lowest of the compared OMol25 structures with the same formula, charge and spin = 1.433 eV

```
18
C5H10OS2, DFT ωB97M-V/def2-TZVPD
C 0.9514 0.2924 2.6767
C 0.2754 -0.3712 0.0446
C -0.0200 -1.4987 -0.9374
C -1.2522 -0.3571 0.2513
C -0.0694 1.3672 -2.2069
H 0.1500 -0.1636 3.2879
H 0.7032 1.3011 2.2641
H 1.8930 0.3576 3.2764
H 0.5112 -1.5187 -1.8809
H 0.1855 -2.4536 -0.3661
H -1.5901 -0.9175 1.1581
H -1.8074 0.5631 0.1229
H -0.1180 0.4433 -2.8150
H 0.3901 2.2309 -2.7187
H -1.1134 1.5590 -1.9388
O -1.4059 -1.1527 -0.9117
S 1.4033 -0.8496 1.3632
S 0.9133 1.1680 -0.6698
```

Mulliken population analysis, charges in e, atoms 1 to 2: -0.80, 0.55

***

Kohn-Sham gap of number 1 (C6H9N)? 10.782 eV

***

Which value of HOMO energy does entry 1 give? -0.3570 Eh